The following is a quantum chemistry calculation of 4 unconnected molecules or ions with the total composition C33H39ClNO8 in a non-equilibrium geometry, from the Open Molecules 2025 dataset.

Cartesian coordinates (Å):
C1 2.370 -0.461 1.668
C2 2.833 -1.001 0.151
C3 4.359 -1.629 0.427
C4 1.753 -2.132 -0.267
C5 1.094 -2.047 -1.751
C6 1.510 -3.483 -2.510
C7 3.121 -3.703 -2.665
C8 3.461 -5.169 -1.933
Cl1 5.024 -5.954 -2.544
C9 -0.534 -2.161 -1.584
C10 -1.178 -0.545 -1.187
C11 -1.413 -0.277 0.505
O1 -0.216 0.397 -0.410
C12 1.628 -0.858 -2.727
C13 2.827 0.082 -2.150
C14 2.513 1.624 -2.722
C15 4.332 -0.275 -2.789
N1 2.991 0.202 -0.688
O2 2.643 1.364 -0.141
H1 3.199 0.227 2.141
H2 2.326 -1.429 2.361
H3 1.294 -0.004 1.679
H4 4.926 -1.913 -0.553
H5 4.219 -2.501 1.195
H6 4.940 -0.754 0.990
H7 2.259 -3.195 -0.065
H8 0.850 -2.089 0.513
H9 1.039 -3.416 -3.595
H10 0.945 -4.332 -1.933
H11 3.792 -2.922 -2.113
H12 3.507 -3.809 -3.771
H13 2.525 -5.880 -2.098
H14 3.607 -4.993 -0.762
H15 -0.900 -2.872 -0.732
H16 -1.025 -2.394 -2.636
H17 -2.026 -0.059 -1.977
H18 -2.518 0.067 0.200
H19 -1.247 0.692 1.107
H20 0.769 -0.130 -3.123
H21 2.052 -1.358 -3.726
H22 1.469 2.032 -2.374
H23 2.431 1.491 -3.903
H24 3.417 2.330 -2.486
H25 4.307 -1.265 -3.436
H26 4.644 0.586 -3.555
H27 5.177 -0.278 -1.970
C16 -5.068 -0.952 2.291
C17 -5.458 -0.327 3.406
C18 -6.417 0.794 3.361
O3 -6.773 1.368 4.381
C19 -6.929 1.197 2.036
C20 -6.539 0.573 0.921
C21 -5.580 -0.549 0.966
O4 -5.225 -1.122 -0.054
H28 -4.365 -1.776 2.306
H29 -5.092 -0.612 4.385
H30 -7.632 2.021 2.021
H31 -6.905 0.857 -0.058
C22 9.222 1.573 -4.473
C23 8.671 0.408 -4.121
C24 7.927 0.265 -2.854
O5 7.424 -0.802 -2.529
C25 7.815 1.459 -1.993
C26 8.366 2.624 -2.345
C27 9.110 2.767 -3.612
O6 9.613 3.834 -3.937
H32 9.772 1.695 -5.399
H33 8.744 -0.477 -4.742
H34 7.266 1.337 -1.067
H35 8.294 3.509 -1.724
C28 -11.653 3.008 5.609
C29 -11.742 4.142 6.311
C30 -10.539 4.927 6.652
O7 -10.619 5.964 7.297
C31 -9.236 4.413 6.187
C32 -9.148 3.279 5.484
C33 -10.350 2.493 5.143
O8 -10.270 1.457 4.499
H36 -12.525 2.420 5.351
H37 -12.690 4.533 6.659
H38 -8.365 5.001 6.445
H39 -8.199 2.888 5.136

Properties
**Orbital gap (spin up / spin down)**: 6.295 / 6.774 eV
**2S+1**: 2
**Energy**: -65227.761 eV

=====

The following is a quantum chemistry calculation of a molecular structure, C33H39N9O7S6SiSn in a non-equilibrium geometry, from the Open Molecules 2025 dataset.

Cartesian coordinates (Å):
Sn1 1.130 0.634 -1.484
C1 -1.296 -2.477 2.332
C2 -1.915 -1.296 1.581
C3 -2.330 -1.679 0.127
C4 -3.115 -0.637 2.284
O1 -0.865 -0.294 1.350
Si1 0.260 0.491 2.174
S1 1.273 1.820 0.772
O2 -0.255 1.516 3.313
C5 -0.679 2.884 3.510
C6 -1.516 3.388 2.359
C7 -1.519 2.809 4.790
C8 0.513 3.782 3.724
O3 1.305 -0.604 2.808
C9 2.305 -0.401 3.820
C10 1.678 -0.675 5.203
C11 3.380 -1.413 3.547
C12 2.789 1.058 3.755
H1 -2.042 -3.260 2.496
H2 -0.869 -2.285 3.357
H3 -0.464 -2.979 1.823
H4 -2.958 -2.533 0.219
H5 -1.425 -2.009 -0.434
H6 -2.798 -0.822 -0.427
H7 -3.885 -1.382 2.387
H8 -3.456 0.205 1.697
H9 -2.699 -0.150 3.209
H10 -2.500 2.915 2.358
H11 -1.029 3.352 1.409
H12 -1.628 4.433 2.689
H13 -2.362 2.127 4.817
H14 -1.775 3.842 4.886
H15 -0.840 2.491 5.592
H16 1.278 3.710 2.972
H17 1.070 3.608 4.627
H18 0.113 4.784 3.794
H19 1.491 -1.777 5.267
H20 0.787 -0.138 5.417
H21 2.448 -0.316 5.913
H22 2.927 -2.365 3.273
H23 4.054 -1.599 4.392
H24 4.013 -1.186 2.666
H25 2.088 1.747 4.201
H26 2.942 1.378 2.714
H27 3.772 1.183 4.313
N1 -1.452 4.561 -3.891
C13 -0.945 4.207 -2.683
N2 -0.329 3.047 -2.840
C14 -0.507 2.713 -4.166
N3 -1.231 3.611 -4.810
C15 -0.131 1.479 -4.717
C16 -0.485 1.446 -6.082
N4 -0.328 0.330 -6.739
C17 0.133 -0.747 -6.095
C18 0.490 -0.706 -4.711
N5 0.488 0.492 -4.004
H28 -2.018 5.340 -4.154
H29 -1.154 4.736 -1.766
H30 -0.848 2.397 -6.476
H31 0.387 -1.648 -6.699
H32 0.824 -1.631 -4.198
O4 0.937 -2.532 -2.487
C19 1.898 -2.355 -1.743
O5 2.182 -1.218 -1.195
C20 2.859 -3.452 -1.440
C21 4.006 -3.247 -0.589
C22 4.841 -4.371 -0.313
C23 4.788 -5.571 -1.065
C24 3.655 -5.699 -1.867
C25 2.697 -4.687 -2.070
N6 3.395 -6.881 -2.661
O6 4.198 -7.824 -2.375
O7 2.506 -6.910 -3.502
H33 4.192 -2.229 -0.264
H34 5.425 -4.388 0.614
H35 5.578 -6.333 -0.986
H36 1.838 -4.965 -2.779
C26 -7.136 2.770 -0.030
S2 -7.236 1.091 0.395
C27 -7.021 0.307 -1.136
C28 -5.928 0.522 -2.036
S3 -4.573 1.447 -1.788
S4 -6.141 -0.278 -3.657
C29 -7.540 -1.280 -3.081
S5 -8.219 -2.465 -3.931
S6 -8.202 -0.910 -1.457
H37 -7.476 3.336 0.878
H38 -7.796 2.917 -0.862
H39 -6.205 2.977 -0.463
N7 2.933 1.507 -2.256
C30 4.095 1.603 -2.326
C31 5.475 1.634 -2.256
C32 5.959 0.746 -1.256
N8 6.383 0.077 -0.388
C33 6.336 2.338 -3.189
N9 7.007 2.811 -4.000

Properties
**Orbital gap**: 4.768 eV
**Charge**: -2
**Energy**: -141320.371 eV

=====

The following is a quantum chemistry calculation of a molecular structure, C33H40AsBrI2N6O3RuSeSi2 in a non-equilibrium geometry, from the Open Molecules 2025 dataset.

Cartesian coordinates (Å):
Ru1 -0.097 0.114 -0.090
O1 -1.726 6.305 3.961
N1 -0.870 5.955 3.186
O2 0.064 6.636 2.824
C1 -0.981 4.561 2.640
C2 -2.051 3.865 3.085
C3 -2.268 2.508 2.676
C4 -3.353 1.736 3.127
C5 -3.440 0.430 2.723
C6 -2.477 -0.080 1.845
N2 -1.466 0.639 1.369
C7 -1.352 1.928 1.799
C8 -0.220 2.679 1.332
N3 0.613 2.003 0.502
C9 1.686 2.608 0.042
C10 1.981 3.934 0.367
C11 1.148 4.641 1.191
C12 0.001 4.006 1.727
H1 -2.740 4.339 3.770
H2 -4.093 2.171 3.784
H3 -4.243 -0.212 3.057
H4 -2.519 -1.113 1.521
H5 2.325 2.024 -0.605
H6 2.864 4.395 -0.050
H7 1.356 5.668 1.423
Se1 -0.458 3.869 -2.869
C13 -0.576 2.222 -2.239
N4 -0.637 1.131 -1.812
C14 -3.683 1.382 -0.806
Si1 -3.639 -0.367 -1.474
C15 -5.100 -1.231 -0.671
C16 -3.759 -0.338 -3.338
As1 -1.594 -1.574 -1.022
Si2 -2.393 -3.828 -1.041
C17 -3.187 -4.144 0.620
C18 -1.064 -5.087 -1.434
C19 -3.591 -3.923 -2.476
H8 -4.385 1.950 -1.422
H9 -2.727 1.891 -0.852
H10 -4.055 1.404 0.218
H11 -6.009 -0.692 -0.951
H12 -5.023 -1.189 0.418
H13 -5.236 -2.272 -0.954
H14 -4.734 0.036 -3.656
H15 -3.619 -1.326 -3.777
H16 -2.994 0.330 -3.739
H17 -2.445 -4.079 1.419
H18 -3.605 -5.154 0.639
H19 -3.995 -3.444 0.831
H20 -0.669 -5.571 -0.544
H21 -0.226 -4.653 -1.983
H22 -1.510 -5.860 -2.064
H23 -4.370 -3.165 -2.486
H24 -4.078 -4.901 -2.469
H25 -3.032 -3.840 -3.411
N5 1.159 -0.346 1.751
C20 2.563 -0.031 1.739
C21 3.451 -0.741 0.947
C22 4.805 -0.449 1.012
C23 5.273 0.567 1.831
C24 4.374 1.302 2.591
C25 3.022 0.999 2.550
H26 0.705 0.140 2.517
H27 1.030 -1.341 1.904
H28 3.084 -1.511 0.288
H29 5.497 -1.017 0.405
H30 6.331 0.779 1.886
H31 4.724 2.102 3.230
H32 2.321 1.562 3.159
N6 0.827 -0.740 -3.470
C26 1.785 -0.352 -2.628
O3 1.644 -0.315 -1.402
C27 3.107 -0.066 -3.309
I1 4.497 1.065 -2.198
H33 -0.111 -0.859 -3.110
H34 0.945 -0.641 -4.464
H35 2.935 0.470 -4.240
H36 3.593 -1.013 -3.538
Br1 1.912 -7.184 0.942
C28 2.696 -6.034 -0.326
C29 3.548 -6.590 -1.273
C30 4.138 -5.789 -2.236
C31 3.881 -4.427 -2.262
C32 3.031 -3.867 -1.322
C33 2.442 -4.671 -0.350
I2 1.179 -3.746 1.017
H37 3.744 -7.652 -1.247
H38 4.800 -6.235 -2.966
H39 4.344 -3.799 -3.011
H40 2.819 -2.806 -1.334

Properties
**Orbital gap (spin up / spin down)**: 6.176 / 5.793 eV
**2S+1**: 2
**Charge**: +1
**Energy**: -280715.418 eV

=====

The following is a quantum chemistry calculation of a molecular structure, C33H40Br2FO8 in a non-equilibrium geometry, from the Open Molecules 2025 dataset.

Cartesian coordinates (Å):
C1 8.740 -1.069 2.161
C2 8.306 -1.272 0.813
C3 7.340 -0.220 0.077
O1 7.619 1.014 0.219
O2 6.231 -0.660 -0.719
C4 6.476 -0.343 -2.138
C5 5.039 -0.097 -2.845
C6 4.409 1.265 -2.278
C7 2.919 1.562 -2.883
C8 1.917 0.598 -2.072
C9 1.342 1.276 -0.704
C10 0.077 0.446 -0.094
O3 -0.803 -0.118 -1.060
C11 -1.462 0.776 -1.919
O4 -0.979 1.604 -2.720
C12 -3.078 0.666 -1.943
C13 -4.034 1.823 -1.580
C14 -5.578 1.586 -1.697
C15 -6.143 0.209 -2.196
C16 -5.197 -0.988 -2.548
C17 -3.660 -0.720 -2.414
O5 0.719 -0.599 0.722
C18 0.832 -1.842 0.040
O6 -0.317 -2.735 0.241
C19 2.077 -2.624 0.769
C20 2.078 -2.120 2.305
O7 1.354 -2.711 3.139
F1 2.840 -1.008 2.755
C21 -0.652 1.395 1.030
C22 -1.276 0.498 2.240
C23 -2.402 -0.529 1.752
C24 -3.882 0.139 1.652
C25 -4.963 -0.982 1.311
C26 -4.587 -2.382 0.696
C27 -5.664 -3.490 0.399
C28 -7.164 -3.227 0.688
C29 -7.554 -1.847 1.281
C30 -6.493 -0.728 1.591
O8 0.381 2.304 1.451
C31 0.017 3.247 2.444
Br1 0.449 2.661 4.339
C32 -1.452 3.856 2.365
C33 -1.622 5.238 1.985
H1 8.896 -1.969 2.864
H2 8.927 -0.035 2.628
H3 8.728 -2.240 0.247
H4 6.924 -1.313 -2.581
H5 7.173 0.554 -2.259
H6 4.400 -1.014 -2.538
H7 5.096 -0.139 -3.994
H8 5.094 2.170 -2.410
H9 4.237 1.137 -1.142
H10 2.684 2.664 -2.647
H11 2.907 1.359 -4.020
H12 2.557 -0.299 -1.706
H13 1.102 0.148 -2.730
H14 1.040 2.348 -1.021
H15 2.241 1.279 0.019
H16 -3.626 2.832 -1.244
H17 -6.335 2.419 -1.462
H18 -7.271 0.017 -2.323
H19 -5.593 -2.002 -2.926
H20 -2.961 -1.590 -2.706
H21 1.124 -1.796 -1.060
H22 -0.247 -3.455 -0.426
H23 1.868 -3.745 0.811
H24 3.078 -2.381 0.249
H25 -1.565 1.882 0.531
H26 -0.447 0.014 2.886
H27 -1.808 1.222 2.975
H28 -2.499 -1.323 2.591
H29 -2.160 -1.110 0.803
H30 -4.133 0.531 2.713
H31 -3.898 1.052 0.968
H32 -3.508 -2.673 0.428
H33 -5.306 -4.500 -0.027
H34 -7.904 -4.073 0.455
H35 -8.676 -1.686 1.495
H36 -6.874 0.270 2.018
H37 0.726 4.151 2.297
H38 -2.392 3.252 2.643
H39 -0.988 5.991 2.587
H40 -2.282 5.570 1.120
Br2 9.472 -3.374 -0.764

Properties
**Orbital gap**: 4.787 eV
**Charge**: -1
**Energy**: -194036.507 eV

=====

The following is a quantum chemistry calculation of a molecular structure, C33H41BBrClN9O5PPrS2, from the Open Molecules 2025 dataset.

Cartesian coordinates (Å):
Pr1 -0.354 -0.432 -0.341
C1 1.580 -0.801 4.083
C2 0.558 -0.922 3.139
N1 1.044 -1.046 1.910
N2 2.398 -1.009 2.046
C3 2.738 -0.857 3.338
B1 3.244 -1.098 0.756
N3 2.762 -2.301 -0.099
C4 3.440 -3.440 -0.355
C5 2.687 -4.208 -1.213
C6 1.533 -3.444 -1.435
N4 1.578 -2.310 -0.756
N5 3.095 0.231 -0.049
C7 3.961 1.259 -0.120
C8 3.423 2.234 -0.931
C9 2.185 1.712 -1.311
N6 1.984 0.516 -0.772
N7 4.752 -1.292 1.001
C10 5.668 -1.296 0.002
C11 6.901 -1.534 0.552
C12 6.634 -1.668 1.930
N8 5.347 -1.526 2.196
H1 1.488 -0.687 5.149
H2 -0.505 -0.915 3.310
H3 3.773 -0.828 3.628
H4 4.401 -3.627 0.092
H5 2.932 -5.174 -1.619
H6 0.671 -3.681 -2.038
H7 4.902 1.223 0.402
H8 3.856 3.182 -1.199
H9 1.432 2.151 -1.947
H10 5.369 -1.140 -1.022
H11 7.847 -1.601 0.042
H12 7.324 -1.862 2.737
C13 -3.923 5.027 -3.790
C14 -2.897 4.612 -2.757
O1 -3.464 3.661 -1.850
P1 -3.165 2.090 -1.968
S1 -4.236 1.130 -0.678
S2 -1.170 1.821 -2.022
O2 -3.649 1.850 -3.487
C15 -3.645 0.514 -4.002
C16 -4.448 0.501 -5.281
H13 -3.476 5.741 -4.486
H14 -4.783 5.498 -3.313
H15 -4.269 4.158 -4.350
H16 -2.594 5.461 -2.145
H17 -2.001 4.198 -3.223
H18 -4.073 -0.160 -3.258
H19 -2.610 0.209 -4.181
H20 -5.478 0.802 -5.088
H21 -4.450 -0.504 -5.708
H22 -4.019 1.187 -6.015
Br1 -0.848 -4.437 0.701
C17 -2.133 -3.265 1.436
C18 -3.279 -3.805 1.991
C19 -4.213 -2.928 2.520
C20 -3.944 -1.573 2.519
C21 -2.760 -1.139 1.949
N9 -1.878 -1.970 1.379
C22 -2.344 0.317 2.072
O3 -2.769 0.931 3.033
O4 -1.491 0.718 1.192
H23 -3.422 -4.875 2.002
H24 -5.132 -3.309 2.948
H25 -4.611 -0.840 2.947
C23 0.288 2.803 3.430
C24 1.248 2.556 2.283
O5 0.754 3.023 1.036
C25 0.877 4.419 0.870
C26 -0.138 4.887 -0.145
H26 0.696 2.359 4.342
H27 -0.681 2.346 3.222
H28 0.136 3.868 3.618
H29 1.397 1.482 2.161
H30 2.233 3.002 2.481
H31 1.900 4.656 0.539
H32 0.720 4.934 1.824
H33 0.026 4.415 -1.114
H34 -0.072 5.973 -0.260
H35 -1.147 4.619 0.175
Cl1 0.158 -0.994 -3.433
C27 -0.748 -2.485 -3.628
C28 -0.361 -3.353 -4.631
C29 -0.963 -4.600 -4.725
C30 -1.937 -4.935 -3.787
C31 -2.321 -4.035 -2.806
C32 -1.756 -2.748 -2.688
C33 -2.142 -1.797 -1.657
H36 0.430 -3.061 -5.310
H37 -0.668 -5.294 -5.501
H38 -2.410 -5.909 -3.828
H39 -3.090 -4.312 -2.093
H40 -2.319 -0.811 -2.099
H41 -3.050 -2.099 -1.137

Properties
**Orbital gap (spin up / spin down)**: 6.823 / 6.806 eV
**2S+1**: 3
**Charge**: -1
**Energy**: -186815.331 eV